1.
C3H7NO | ωB97M-V/def2-TZVPD

Values from the calculation:
SMILES: C[C@@H](N)C=O
total charge: 0
HOMO: -0.3470 hartree
max |F|: 0.053 hartree/bohr
energy above the lowest of the compared OMol25 structures with the same formula, charge and spin: 30.1 kcal per mole
frontier orbital gap: 10.33 eV

Each line ends with the Mulliken charge.
Cartesian coordinates (Å):
O  1.4194  -1.8086  -0.8530  -0.4455
N  0.8449  0.9203  -0.7472  -0.7159
C  -0.8093  0.4382  0.9855  -1.3847
C  -0.1745  -0.0673  -0.2781  0.6828
C  0.5689  -1.3757  -0.1462  -0.0798
H  -1.7282  0.9610  0.7510  0.3183
H  -0.8617  -0.2334  -1.1192  0.2427
H  0.3884  1.7874  -0.9594  0.2149
H  -1.0325  -0.3707  1.6817  0.3563
H  1.3432  0.5764  -1.5504  0.2040
H  -0.1394  1.1193  1.4980  0.3839
H  0.1809  -1.9470  0.7372  0.2231


2.
C20H28CeNO2P | ωB97M-V/def2-TZVPD

Values from the calculation:
total charge: +2
HOMO (alpha / beta): -0.5428 / -0.5428 hartree
max |F|: 0.112 hartree/bohr
frontier orbital gap (alpha / beta): 5.67 / 5.68 eV

Each line ends with the Mulliken charge.
Cartesian coordinates (Å):
Ce  -0.1745  -0.1888  0.6248  0.4709
P  2.1998  -1.1760  -0.5772  0.8694
O  0.7666  1.6056  1.4618  -0.3857
O  -1.4118  2.2865  1.6924  -0.6013
N  -2.6408  -1.5066  -2.4762  -0.0946
C  -2.3804  0.8578  -1.6290  -1.6012
C  2.1477  -1.8537  -2.2396  -1.2687
C  -1.4876  -1.6060  -3.3504  -0.6847
C  0.5177  2.7348  -3.2051  -0.9709
C  -0.0868  1.7028  3.6411  0.5111
C  1.6328  2.2630  -2.5256  -0.7947
C  2.6280  0.6304  -0.8123  -1.4971
C  3.4863  -1.9637  0.3872  -1.1335
C  -1.1213  2.0320  4.5198  -0.4874
C  0.0169  0.8272  6.2925  -0.4037
C  0.9670  0.8768  4.0620  -0.3008
C  0.1468  0.9636  -1.2655  1.9532
C  -2.4558  -0.6579  -1.3038  -0.1590
C  1.0178  0.4509  5.3914  -0.7873
C  1.4665  1.3303  -1.5108  0.2002
C  -1.0024  1.3929  -1.9136  -0.4125
C  -1.0575  1.6137  5.8514  -0.5454
C  -3.1976  -2.8016  -2.1367  -0.9493
C  -0.3323  1.8691  2.1781  0.5789
C  -0.7731  2.3218  -2.9164  -0.5955
H  -1.7581  -2.2055  -4.2306  0.4845
H  3.1943  -3.0124  0.5102  0.4166
H  -1.1540  -0.6142  -3.6813  0.2018
H  0.0725  0.5042  7.3352  0.4086
H  0.2720  -1.5106  2.1823  0.0880
H  3.5347  0.6833  -1.4255  0.7352
H  -2.8711  1.3783  -0.7852  0.4347
H  1.4509  -1.2933  -2.8715  0.2769
H  -4.1175  -2.6578  -1.5567  0.3434
H  0.6555  3.4490  -3.9953  0.4640
H  -3.3036  -0.8489  -0.6195  0.7053
H  1.8550  -0.1685  5.7191  0.4035
H  2.6456  2.5437  -2.7743  0.5460
H  2.8587  1.0779  0.1790  0.3217
H  4.4103  -1.8597  -0.1802  0.4227
H  1.7388  0.5684  3.3511  0.6781
H  -2.5083  -3.4226  -1.5330  0.3002
H  3.1593  -1.8027  -2.6457  0.4656
H  -2.9894  1.0466  -2.5226  0.4362
H  -1.6466  2.6456  -3.4600  0.5150
H  -3.4370  -3.3528  -3.0539  0.3292
H  -1.5289  -1.1151  -0.8241  0.0619
H  -0.6227  -2.1095  -2.8703  0.0881
H  3.5482  -1.4853  1.3710  0.3611
H  -0.3117  -2.0723  1.6059  0.3108
H  1.7976  -2.8907  -2.1733  0.4108
H  -1.8443  1.9042  6.5467  0.4212
H  -1.9722  2.6159  4.1627  0.4587


3.
C14H30Cl2N4O4P | ωB97M-V/def2-TZVPD

Values from the calculation:
total charge: +1
HOMO: -0.4171 hartree
max |F|: 0.028 hartree/bohr
frontier orbital gap: 7.37 eV

Each line ends with the Mulliken charge.
Cartesian coordinates (Å):
Cl  3.1254  0.9715  -0.7827  -0.0984
Cl  3.9082  -1.4043  1.0180  -0.1302
P  -0.4801  0.3156  -0.5664  0.4579
O  -1.6733  -0.1730  -1.5022  -0.5500
O  1.5760  -3.2232  3.8111  -0.5508
O  -1.4973  1.7797  3.1140  -0.5725
O  -0.4601  1.8688  -0.9725  -0.5352
N  -0.1664  -2.3540  -2.1803  -0.3539
N  -0.5242  -0.0854  0.9016  -0.4566
N  1.3395  -1.1540  -3.5222  0.0962
N  0.9052  -0.3199  -1.4137  0.8941
C  1.0145  -2.2950  4.3504  0.7823
C  1.5326  1.2912  -4.0776  -0.2296
C  -2.6937  1.9513  3.2091  0.9246
C  2.2375  -0.0582  -3.9300  -0.9475
C  1.5812  -2.6622  0.4037  -1.2979
C  2.4307  -1.4502  0.1606  0.5135
C  -0.4523  2.6156  -4.8985  -1.3015
C  0.1281  -2.4940  5.5536  -1.1727
C  0.1606  1.2208  -4.7379  -0.0692
C  1.1645  -0.8872  3.8343  -0.2882
C  2.1150  -0.4395  -0.6455  -0.0977
C  0.7121  -1.2783  -2.4000  -0.5824
C  -3.4887  1.3434  4.3336  -1.1910
C  -3.4552  2.7823  2.2081  -1.1129
H  -1.9025  0.4851  -2.1766  0.3304
H  2.1981  1.9578  -4.6265  0.5560
H  -0.5191  0.6192  -4.1246  0.0203
H  0.1925  -0.4948  3.5341  0.0431
H  -4.2275  2.1760  1.7320  0.3204
H  -0.9100  -2.3681  -2.8745  0.2788
H  3.0867  -0.0058  -3.2535  0.2950
H  0.2501  2.3348  -0.5004  0.3888
H  -2.7739  3.1636  1.4506  0.2171
H  0.2431  0.7382  -5.7171  0.3616
H  -0.8831  -2.1490  5.3309  0.2810
H  -2.8297  0.7727  4.9831  0.2856
H  -0.8489  2.9684  -3.9450  0.2890
H  1.4012  1.7103  -3.0772  0.0724
H  2.0052  -3.2329  1.2273  0.4654
H  0.5077  -1.9162  6.3977  0.3381
H  -1.2479  2.6070  -5.6406  0.3900
H  1.1915  -1.8895  -4.2027  0.3081
H  0.3126  3.3281  -5.2106  0.3269
H  -4.2607  0.6861  3.9305  0.3403
H  -0.5410  0.7307  1.5140  0.1355
H  1.8242  -0.9108  2.9708  -0.1985
H  1.5859  -0.2346  4.6003  0.4647
H  2.6242  -0.3607  -4.9039  0.5246
H  -3.9778  2.1274  4.9136  0.3626
H  -3.9416  3.6198  2.7100  0.4047
H  0.5686  -2.3753  0.6857  0.2856
H  0.3268  -3.2415  -2.2493  0.3188
H  1.5774  -3.3269  -0.4601  0.3250
H  0.1009  -3.5475  5.8201  0.3384